No. 1
DFT (ωB97M-V with the def2-TZVPD basis set) results for a structure of composition C3H4O3.

- electronic energy (hartree) = -342.393888
- highest occupied orbital energy (eV) = -10.4307
- energy above the lowest of the compared OMol25 structures with the same formula, charge and spin (eV) = 1.6884
- max |F| (eV/A) = 0.78
- frontier orbital gap (Eh) = 0.40063

Each line ends with the Löwdin charge.
Atoms and positions in Å:
O 1.781 0.052 0.095  0.0260
C 0.448 0.132 -0.286  -0.2539
C -0.668 -0.957 -0.104  -0.0566
O -1.595 0.127 0.188  0.0277
C -0.524 0.907 0.578  -0.4418
O -0.467 1.707 1.456  0.1685
H 2.258 0.724 -0.416  0.1135
H 0.346 0.434 -1.334  0.1615
H -0.611 -1.576 0.795  0.1317
H -0.967 -1.549 -0.972  0.1233

---

No. 2
DFT (ωB97M-V with the def2-TZVPD basis set) results for a cluster of 12 separate species, C24H72O12S12 in total in a non-equilibrium geometry.

- electronic energy (hartree) = -6638.243674
- highest occupied orbital energy (eV) = -8.4082
- energy above the lowest of the compared OMol25 structures with the same formula, charge and spin (eV) = 2.5464
- max |F| (eV/A) = 3.49
- frontier orbital gap (Eh) = 0.29810

Each line ends with the Löwdin charge.
Atoms and positions in Å:
C -25.249 -13.533 -7.619  -0.2589
S -23.746 -12.451 -7.356  0.8874
O -22.470 -13.225 -6.912  -0.5746
C -23.662 -12.033 -9.142  -0.2797
H -25.986 -12.814 -7.977  0.0344
H -25.578 -13.964 -6.673  0.0360
H -25.176 -14.313 -8.376  0.0372
H -23.953 -12.935 -9.680  0.0022
H -22.643 -11.822 -9.467  0.0473
H -24.339 -11.205 -9.354  0.0562
C -18.560 -14.716 -16.547  -0.2479
S -19.717 -14.584 -15.147  0.8637
O -20.672 -13.460 -15.575  -0.6137
C -18.616 -13.619 -13.965  -0.2060
H -17.571 -14.991 -16.181  0.0521
H -18.446 -13.773 -17.081  0.0644
H -18.936 -15.507 -17.197  0.0443
H -19.250 -13.072 -13.268  0.0079
H -17.981 -12.937 -14.530  0.0573
H -17.858 -14.242 -13.490  0.0563
C -27.091 -16.390 -15.837  -0.2354
S -28.398 -15.073 -15.903  0.8404
O -29.715 -15.707 -16.390  -0.5651
C -28.490 -14.781 -14.087  -0.2543
H -26.310 -16.074 -15.144  0.0231
H -26.837 -16.582 -16.879  0.0385
H -27.563 -17.281 -15.424  0.0575
H -28.029 -15.570 -13.493  0.0355
H -29.541 -14.761 -13.797  0.0556
H -28.034 -13.856 -13.733  -0.0022
C -29.743 -10.362 -10.468  -0.2547
S -29.594 -12.073 -11.155  0.8572
O -29.048 -11.812 -12.564  -0.5750
C -28.200 -12.701 -10.180  -0.2719
H -28.870 -9.922 -9.984  0.0494
H -30.441 -10.212 -9.645  0.0406
H -30.122 -9.644 -11.195  0.0506
H -28.193 -13.675 -10.670  0.0195
H -28.427 -12.694 -9.113  0.0468
H -27.315 -12.073 -10.281  0.0609
C -22.726 -15.802 -17.348  -0.2356
S -22.463 -17.608 -17.031  0.8194
O -22.512 -17.831 -15.559  -0.5535
C -23.988 -18.150 -17.881  -0.2494
H -21.992 -15.270 -16.744  0.0084
H -23.712 -15.513 -16.984  0.0330
H -22.737 -15.563 -18.411  0.0465
H -23.933 -18.090 -18.968  0.0585
H -24.773 -17.508 -17.481  0.0183
H -24.126 -19.203 -17.632  0.0506
C -21.522 -14.160 -11.453  -0.2804
S -21.329 -15.764 -10.638  0.8179
O -19.907 -16.232 -10.728  -0.5444
C -21.643 -15.064 -8.997  -0.2715
H -22.450 -13.688 -11.133  0.0088
H -21.573 -14.334 -12.527  0.0296
H -20.639 -13.561 -11.231  0.0474
H -22.697 -14.792 -8.949  0.0161
H -21.089 -14.150 -8.783  0.0529
H -21.474 -15.743 -8.162  0.0646
C -23.272 -12.377 -20.003  -0.2661
S -21.567 -12.733 -19.398  0.8275
O -20.708 -12.007 -20.420  -0.5846
C -21.765 -11.589 -17.933  -0.2390
H -24.064 -12.536 -19.272  0.0089
H -23.590 -12.892 -20.910  0.0482
H -23.312 -11.334 -20.318  0.0514
H -22.367 -12.104 -17.185  0.0247
H -22.200 -10.656 -18.292  0.0529
H -20.809 -11.452 -17.427  0.0405
C -21.630 -11.058 -13.199  -0.2653
S -20.259 -10.613 -12.070  0.8360
O -19.139 -9.750 -12.762  -0.5875
C -21.200 -9.330 -11.016  -0.2120
H -22.273 -10.205 -13.417  0.0557
H -22.303 -11.785 -12.745  -0.0016
H -21.240 -11.503 -14.114  0.0312
H -22.036 -9.730 -10.442  0.0260
H -21.522 -8.606 -11.764  0.0425
H -20.520 -8.802 -10.348  0.0461
C -25.143 -14.725 -12.055  -0.2265
S -25.155 -13.100 -12.877  0.8576
O -24.348 -12.172 -11.980  -0.5715
C -24.105 -13.564 -14.271  -0.2492
H -25.507 -15.557 -12.657  0.0270
H -25.807 -14.711 -11.191  0.0240
H -24.194 -14.890 -11.544  0.0410
H -23.082 -13.846 -14.024  0.0352
H -23.916 -12.779 -15.003  0.0473
H -24.463 -14.434 -14.821  0.0415
C -29.723 -16.346 -9.150  -0.2204
S -28.034 -16.570 -8.441  0.8734
O -27.143 -15.670 -9.277  -0.6113
C -28.005 -15.395 -7.084  -0.2600
H -30.511 -16.836 -8.578  0.0575
H -29.636 -16.833 -10.121  0.0470
H -29.844 -15.278 -9.334  0.0416
H -28.815 -15.598 -6.384  0.0550
H -28.065 -14.407 -7.541  0.0383
H -27.114 -15.581 -6.485  0.0503
C -25.757 -18.408 -10.614  -0.2562
S -24.164 -18.556 -11.590  0.8154
O -23.575 -19.912 -11.273  -0.5527
C -25.016 -18.433 -13.236  -0.2417
H -25.632 -18.770 -9.593  0.0493
H -26.379 -19.216 -10.998  0.0410
H -26.273 -17.465 -10.793  0.0107
H -25.611 -17.520 -13.231  0.0050
H -25.596 -19.352 -13.330  0.0586
H -24.264 -18.265 -14.006  0.0151
C -26.958 -11.315 -15.664  -0.2281
S -26.214 -11.686 -17.340  0.8153
O -25.592 -13.041 -17.354  -0.5760
C -27.824 -11.802 -18.172  -0.2618
H -26.074 -10.946 -15.144  0.0285
H -27.407 -12.239 -15.301  0.0235
H -27.587 -10.425 -15.629  0.0608
H -28.411 -10.887 -18.095  0.0577
H -28.341 -12.743 -17.982  0.0427
H -27.582 -11.850 -19.234  0.0395

---

No. 3
DFT (ωB97M-V with the def2-TZVPD basis set) results for a cluster of 4 separate species, C16H20N4 in total in a non-equilibrium geometry.

- SMILES = c1cc[nH]c1.c1cc[nH]c1.c1cc[nH]c1.c1cc[nH]c1
- electronic energy (hartree) = -840.393733
- highest occupied orbital energy (eV) = -7.2412
- energy above the lowest of the compared OMol25 structures with the same formula, charge and spin (eV) = 8.9080
- max |F| (eV/A) = 12.16
- frontier orbital gap (Eh) = 0.29124

Each line ends with the Löwdin charge.
Atoms and positions in Å:
C -0.707 5.412 0.244  -0.0988
C 0.807 5.441 0.214  -0.0881
C 1.196 4.666 1.450  -0.1511
N 0.088 4.149 2.116  -0.0153
C -1.042 4.631 1.424  -0.1496
H -1.393 6.071 -0.269  0.0741
H 1.492 5.950 -0.667  0.1360
H 2.268 4.465 1.838  0.1232
H 0.074 3.722 3.014  0.1324
H -1.992 4.385 2.015  0.1253
C -0.056 -0.108 -0.694  -0.0919
C 0.067 0.543 -1.997  -0.0633
C 0.281 2.064 -1.689  -0.0951
N 0.057 2.260 -0.373  0.0162
C -0.308 0.957 0.229  -0.0748
H -0.145 -1.084 -0.667  0.0207
H 0.121 0.247 -3.024  0.0365
H 0.445 3.089 -2.258  0.1332
H 0.123 3.050 0.032  -0.0456
H -0.434 0.929 1.305  0.0631
C -0.328 -4.055 -3.075  -0.0810
C -0.719 -2.872 -3.848  -0.0716
C -2.022 -3.260 -4.626  -0.1170
N -2.202 -4.595 -4.435  -0.0693
C -1.308 -5.128 -3.462  -0.1036
H 0.448 -4.043 -2.465  0.0151
H -0.069 -1.944 -3.992  0.0798
H -2.719 -2.767 -5.341  0.0982
H -3.001 -5.033 -4.929  0.1540
H -1.463 -6.235 -3.253  0.1034
C 0.547 -1.410 4.641  -0.0819
C 0.244 -1.537 3.202  -0.1176
C 1.345 -2.320 2.547  -0.1290
N 2.072 -2.907 3.587  -0.0719
C 1.688 -2.400 4.815  -0.1422
H 0.005 -0.703 5.393  0.1044
H -0.510 -1.024 2.565  0.0636
H 1.761 -2.441 1.502  0.1085
H 2.974 -3.474 3.306  0.1968
H 2.317 -2.689 5.626  0.0740